Computed, not measured: a structure of composition C33H40FFeN4O3, with ωB97M-V/def2-TZVPD.

Geometry as XYZ:
```
82
Properties=species:S:1:pos:R:3:lowdin_spin:R:1
Fe 0.1518 -0.0277 -0.2500 1.972
C -3.1225 5.9218 2.0021 0.000
C -2.7019 4.5250 1.6409 0.001
C -3.4799 3.4222 1.9060 0.003
C -3.0773 2.1162 1.5773 0.000
C -3.9795 1.0613 1.8719 0.001
N -3.7272 -0.1962 1.7210 0.003
C -4.7035 -1.2539 1.9475 0.003
C -4.7792 -2.1658 0.7285 0.000
C -3.4176 -2.7656 0.3908 0.022
N -2.8902 -3.3903 1.5864 0.172
C -1.7384 -4.1384 1.6508 0.353
C -0.5379 -4.0770 0.9155 0.018
C 0.2181 -5.2714 0.9462 0.145
C 1.4258 -5.4686 0.2921 0.007
C 2.1499 -6.7861 0.3618 -0.006
C 1.9193 -4.4087 -0.4296 0.160
C 1.2507 -3.1595 -0.4422 0.015
C 1.9436 -2.1240 -1.1316 -0.001
N 1.6963 -0.8600 -1.1674 -0.026
C 2.6505 -0.0900 -1.9674 -0.003
C 3.0826 1.1759 -1.2625 0.001
C 2.0120 2.2350 -1.3067 -0.001
N 0.8050 1.8934 -0.5264 -0.009
C 0.2018 2.9326 -0.0821 0.002
C -1.0512 3.0100 0.6301 0.001
C -1.4905 4.2753 0.9907 0.001
C -1.8295 1.8588 0.9331 -0.001
O -1.4623 0.6618 0.6559 0.003
C 0.0334 -2.9367 0.2244 0.054
O -0.5287 -1.7584 0.2766 0.049
H -4.0815 5.9190 2.5171 0.000
H -3.2227 6.5470 1.1142 0.000
H -2.3930 6.3963 2.6590 0.000
H -4.4415 3.5535 2.3916 0.000
H -4.9648 1.3150 2.2543 0.000
H -2.7806 -0.4293 1.3933 0.000
H -5.6633 -0.7903 2.1733 0.000
H -4.3827 -1.8108 2.8271 0.001
H -5.1664 -1.6186 -0.1329 0.000
H -5.4977 -2.9592 0.9522 0.000
H -2.7141 -2.0030 0.0532 0.002
H -3.5169 -3.4821 -0.4346 0.006
H -3.6072 -3.7592 2.1901 0.002
H -1.8244 -4.9737 2.3353 0.018
H -0.2049 -6.1021 1.5008 0.006
H 1.5658 -7.5272 0.9058 0.000
H 3.1104 -6.6827 0.8681 -0.002
H 2.3449 -7.1820 -0.6356 -0.002
H 2.8488 -4.5054 -0.9787 0.010
H 2.8271 -2.4656 -1.6740 -0.001
H 2.1919 0.1647 -2.9295 0.000
H 3.5245 -0.7070 -2.1860 -0.001
H 3.9700 1.5751 -1.7581 0.000
H 3.3635 0.9500 -0.2308 0.001
H 1.6985 2.3765 -2.3465 0.000
H 2.4078 3.1910 -0.9574 0.000
H 0.6619 3.9058 -0.2694 -0.001
H -0.8529 5.1197 0.7449 0.000
F -2.8033 -0.1426 4.9266 0.039
C -1.6112 -0.1578 4.2879 0.126
C -0.9685 1.0486 4.0590 -0.015
C 0.2310 1.0308 3.3820 0.125
C 0.8117 -0.1833 2.9343 0.058
C 2.0195 -0.1748 2.2232 0.492
C 0.1195 -1.3868 3.2193 0.124
C -1.0856 -1.3755 3.8844 -0.016
H -1.4109 1.9692 4.4154 -0.003
H 0.7528 1.9611 3.1901 0.004
H 2.5215 -1.0881 1.9372 0.026
H 2.5091 0.7680 2.0229 0.026
H 0.5378 -2.3271 2.8836 0.005
H -1.6246 -2.2893 4.0930 -0.002
C -1.8840 1.7029 -3.8284 0.001
C -0.9226 0.5749 -3.5243 0.003
O -1.1072 0.0612 -2.2009 0.028
H -1.6745 2.1296 -4.8096 0.000
H -1.7969 2.4924 -3.0810 0.000
H -2.9165 1.3482 -3.8374 0.000
H 0.1087 0.9267 -3.5570 0.000
H -1.0178 -0.2373 -4.2495 0.000
H -2.0225 -0.2180 -2.0916 0.001
```

Output
- expectation value of S² = 6.09
- relative energy (zero: lowest compared OMol25 entry of this formula, charge and spin) (kJ/mol) = 0.0
- E_tot (eV) = -84072.410
- charge = +1
- spin multiplicity = 5
- gap between HOMO and LUMO (spin up / spin down) (eV) = 4.6 / 6.7
- LUMO level (spin up / spin down) (eV) = -3.243 / -3.277



Computed, not measured: a structure of composition C33H40InN6O in a non-equilibrium geometry, with ωB97M-V/def2-TZVPD.

Geometry as XYZ:
```
81
Properties=species:S:1:pos:R:3:mulliken_charge:R:1
In 0.1113 0.3640 0.3473 0.836
N 0.3706 2.4226 1.1816 0.165
N -2.4293 1.7019 1.6185 0.982
C 0.0562 -1.8211 1.8468 0.516
C -0.1673 -0.8956 2.9151 0.427
C 0.9852 -0.0641 3.0337 0.578
C 1.1964 1.0171 4.0214 -1.600
H 0.2588 1.4325 4.4334 0.332
H 1.7881 1.8729 3.6420 0.157
H 1.7646 0.6054 4.8763 0.431
C 1.9278 -0.4547 2.0311 0.746
C 3.2704 0.1153 1.8564 -1.350
H 4.0068 -0.4369 2.4644 0.396
H 3.3471 1.1917 2.0951 0.147
H 3.6403 0.0577 0.8229 0.259
C 1.3440 -1.5339 1.2690 0.683
C 1.9926 -2.3174 0.1827 -1.162
H 2.7325 -1.7211 -0.3771 0.266
H 1.2720 -2.6840 -0.5755 0.162
H 2.5254 -3.1875 0.6019 0.429
C -1.4160 -0.7653 3.7095 -1.780
H -1.3149 -1.3970 4.6147 0.434
H -2.3361 -1.1130 3.1960 0.178
H -1.6331 0.2602 4.0721 0.239
C -0.8570 -2.8941 1.3747 -1.144
H -0.9602 -2.9882 0.2697 0.030
H -1.8862 -2.7936 1.7632 0.247
H -0.4610 -3.8659 1.7317 0.405
C 1.5675 2.8426 0.7550 0.497
H 2.0627 2.2095 0.0158 0.195
C 2.1242 4.0028 1.2338 -1.086
H 3.0634 4.2997 0.7828 0.523
C 1.4104 4.6597 2.2289 -0.484
H 1.8357 5.5532 2.6313 0.363
C 0.1931 4.2058 2.6912 -1.180
H -0.3960 4.6930 3.4514 0.431
C -0.3971 3.0358 2.1225 1.401
C -1.6775 2.5086 2.4597 -1.257
H -2.2443 3.1207 3.1489 0.217
C -1.8963 0.7270 0.8060 -2.045
C -3.8321 1.6668 1.5219 -1.077
H -4.4203 2.3786 2.0697 0.530
C -4.1297 0.7719 0.5861 -0.573
H -5.0576 0.5058 0.1207 0.544
N -2.9672 0.1806 0.1471 1.136
C -2.8338 -0.6747 -1.0058 -1.128
C -3.2989 -1.9956 -0.9569 0.878
C -3.1113 -2.8145 -2.0745 -1.043
H -3.4728 -3.8434 -2.0427 0.304
C -2.5121 -2.3367 -3.2373 1.696
C -2.2665 -3.2341 -4.4145 -1.630
H -1.2186 -3.5598 -4.4862 0.303
H -2.5041 -2.7350 -5.3607 0.354
H -2.8735 -4.1411 -4.3548 0.379
C -2.1271 -0.9964 -3.2898 -1.378
H -1.6806 -0.5976 -4.2030 0.145
C -2.3007 -0.1434 -2.1958 2.653
C -1.9765 1.3129 -2.2914 -1.788
H -2.8926 1.9077 -2.4088 0.388
H -1.3517 1.5163 -3.1665 0.307
H -1.4339 1.7088 -1.4188 0.053
C -4.0457 -2.5052 0.2311 -1.951
H -5.1308 -2.4138 0.0893 0.372
H -3.8077 -1.9846 1.1620 0.261
H -3.8519 -3.5711 0.3897 0.466
C 5.3880 1.3928 -2.6438 -1.182
N 4.0862 0.7858 -2.5242 0.045
C 3.5880 0.0331 -3.5397 -0.441
C 2.3796 -0.5530 -3.4522 -1.350
C 1.6405 -0.3951 -2.2772 2.305
N 2.0901 0.4071 -1.3265 -0.616
C 3.3613 0.9775 -1.3922 0.312
O 3.7914 1.6658 -0.4494 -0.793
N 0.5165 -1.1461 -2.1426 0.004
H 5.4114 2.0492 -3.5211 0.375
H 6.1418 0.6150 -2.8137 0.368
H 5.6485 1.9672 -1.7496 0.314
H 4.2139 -0.0603 -4.4033 0.447
H 1.9656 -1.1862 -4.2168 0.431
H 0.2691 -1.7422 -2.9210 0.102
H -0.1689 -1.1797 -1.3827 -1.111
```

Output
- relative energy (zero: lowest compared OMol25 entry of this formula, charge and spin) (kJ/mol) = 0.0
- E_tot (eV) = -51029.000
- charge = -1
- spin multiplicity = 1
- gap between HOMO and LUMO (spin up / spin down) (eV) = 3.1 / 3.1
- LUMO level (spin up / spin down) (eV) = 2.488 / 2.489



Computed, not measured: a structure of composition C33H40N4P2PdSe in a non-equilibrium geometry, with ωB97M-V/def2-TZVPD.

Geometry as XYZ:
```
81
Properties=species:S:1:pos:R:3:lowdin_spin:R:1
Pd 1.8450 4.5371 0.7134 0.880
C 2.7897 -1.1160 -2.1231 0.000
C 3.3544 0.0878 -2.0058 0.000
C 3.0383 1.3938 -2.7196 0.000
C 1.7209 2.1130 -2.6115 0.000
C 0.8251 1.7090 -3.8258 0.000
C 0.7834 0.5919 -4.5638 0.000
C 1.7049 -0.6506 -4.4558 0.000
C 1.9368 -1.6216 -3.2498 0.000
C -0.1516 3.5006 0.7398 0.081
H 2.9627 -1.8537 -1.3214 0.000
H 4.0162 0.2634 -1.1316 0.000
H 3.3602 1.4291 -3.7651 0.000
H 3.7401 2.0942 -2.2939 0.000
H 1.2295 2.0621 -1.5895 0.000
H 1.9032 3.2125 -2.8004 0.000
H 0.3593 2.5853 -4.2852 0.000
H 0.0445 0.5834 -5.4139 0.000
H 2.7232 -0.3566 -4.8253 0.000
H 1.2278 -1.3399 -5.1704 0.000
H 0.9943 -1.9933 -2.7892 0.000
H 2.4081 -2.5368 -3.6392 0.000
H -0.4126 2.8073 -0.0352 0.004
H 0.1592 4.5988 0.3326 0.045
H -0.9590 3.7628 1.3927 0.007
P 1.3045 6.0639 -1.2116 0.251
P 4.3766 4.5841 0.1105 0.210
N 1.0384 6.1923 -3.1485 0.092
N 1.0827 7.9469 -1.2636 0.025
N 5.4336 4.4219 -1.5952 0.072
N 6.0378 5.2234 0.9426 0.041
C 3.1076 6.2908 -1.6235 0.012
C 3.9332 6.3518 -0.3212 0.062
C -0.1151 5.7540 -3.7865 0.006
C -0.0556 6.0938 -5.1621 0.000
C 1.1667 6.8189 -5.3595 0.003
C 1.8345 6.8086 -4.1285 0.009
C 0.2074 8.6029 -0.4006 0.005
C 0.2117 9.9777 -0.6711 0.000
C 1.1464 10.1915 -1.7342 0.003
C 1.6910 8.9472 -2.0371 0.002
C 5.8486 3.1961 -2.0812 0.005
C 6.6384 3.3830 -3.2068 0.000
C 6.7646 4.7804 -3.4314 0.002
C 5.9136 5.3866 -2.4910 0.009
C 7.3413 5.4382 0.4970 0.003
C 8.0900 6.1932 1.4363 0.001
C 7.2013 6.4237 2.5355 0.001
C 5.9773 5.8226 2.1987 0.003
H 3.4520 7.1437 -2.2454 0.000
H 3.3791 5.4176 -2.2307 0.000
H 4.7165 7.1464 -0.3726 0.005
H 3.2429 6.6134 0.4930 0.037
H -0.8885 5.2143 -3.2402 0.002
H -0.7830 5.8563 -5.9367 0.000
H 1.5585 7.3152 -6.2553 0.001
H 2.8456 7.1851 -3.9105 0.000
H -0.3236 8.0388 0.3520 0.001
H -0.3979 10.7437 -0.1686 0.000
H 1.4038 11.1418 -2.2170 0.000
H 2.5104 8.7343 -2.7222 0.000
H 5.5801 2.2867 -1.5651 0.002
H 7.0917 2.5914 -3.7769 0.000
H 7.4683 5.2529 -4.1210 0.001
H 5.5707 6.4149 -2.4419 0.001
H 7.6693 5.0353 -0.4445 0.000
H 9.1230 6.5458 1.3413 0.000
H 7.4303 6.9381 3.4745 0.000
H 5.0680 5.7461 2.7763 0.003
Se 0.8276 2.2557 2.2011 0.086
C -0.2372 0.6384 1.7184 0.019
C 0.2099 -0.3137 0.7886 0.001
C -0.3872 -1.5743 0.6542 0.000
C -1.4699 -1.9220 1.4570 -0.001
C -1.8370 -1.0663 2.4942 0.001
C -1.2748 0.2167 2.5670 0.003
H 1.0644 -0.0183 0.1900 0.000
H 0.0057 -2.2597 -0.0981 0.000
H -2.0343 -2.8204 1.2261 0.000
H -2.5929 -1.3923 3.2111 0.000
H -1.6149 0.9027 3.3259 0.000
```

Output
- expectation value of S² = 2.01
- relative energy (zero: lowest compared OMol25 entry of this formula, charge and spin) (kJ/mol) = 371.7
- E_tot (eV) = -128223.373
- spin multiplicity = 3
- gap between HOMO and LUMO (spin up / spin down) (eV) = 5.2 / 4.8
- LUMO level (spin up / spin down) (eV) = -0.970 / -2.839